Record 1
DFT (ωB97M-V/def2-TZVPD) results for C2H4IO3P as an isolated structure.

Element x y z (Å)
C 0.74201 1.06789 -0.38014
C 0.02950 0.15352 0.53899
O 0.46197 -1.78682 -1.25544
O -1.12017 -2.37072 0.68865
O -1.77807 -0.57117 -1.02676
P -0.67283 -1.37546 -0.34434
I -1.51064 1.18575 1.57388
H 0.01675 1.39286 -1.13332
H 1.17897 1.94905 0.09817
H 1.51128 0.49130 -0.89453
H 1.14122 -0.13621 2.13483

Total charge   -2
LUMO   5.09 eV
Relative energy (zero: lowest compared OMol25 entry of this formula, charge and spin)   123.25 kcal/mol
Orbital gap   4.901 eV
2S+1   1



Record 2
DFT (ωB97M-V/def2-TZVPD) results for C31H38F6HfN4OP2 as an isolated structure.

Element x y z (Å)
Hf -0.02998 -2.37970 1.64337
C -1.47649 3.23586 2.98678
C -1.69261 2.15755 2.23412
C -0.80527 1.60595 1.15054
C 0.24701 0.56368 1.44829
C 1.37743 0.98365 2.31295
C 1.68770 2.24269 2.66630
C 1.01372 3.52251 2.29132
C -0.17455 3.92730 3.21916
C 1.75701 -3.07227 2.74333
H -2.25289 3.58761 3.68813
H -2.64072 1.61363 2.38987
H -0.27618 2.40869 0.68988
H -1.46874 1.23919 0.36368
H -0.25763 -0.25460 2.07180
H 0.59451 0.19775 0.45383
H 1.88861 0.10098 2.78448
H 2.64656 2.32851 3.16701
H 0.76903 3.58509 1.21716
H 1.78307 4.30185 2.43253
H 0.14642 3.72572 4.26091
H -0.32165 5.02075 3.18883
H 1.67813 -3.00734 3.85959
H 2.50958 -2.31076 2.45414
H 2.12463 -4.08226 2.48052
P 1.70428 -1.31471 -1.54533
P -2.16643 -0.17076 -1.62827
N 3.03588 -0.14545 -2.08611
N 2.25589 -2.48365 -2.82586
N -2.08516 1.39628 -2.73153
N -3.55564 -0.82849 -2.48862
C 0.46866 -0.45767 -2.59507
C -0.91059 -1.13946 -2.54976
C 4.18339 0.11882 -1.35477
C 5.01923 0.95377 -2.08200
C 4.38198 1.21960 -3.31690
C 3.17853 0.52678 -3.29856
C 2.66736 -3.78506 -2.51586
C 2.91227 -4.45787 -3.70696
C 2.66520 -3.54400 -4.78154
C 2.28860 -2.32953 -4.21911
C -1.55840 2.54496 -2.13338
C -1.60700 3.64888 -2.98633
C -2.15605 3.16397 -4.21447
C -2.36026 1.78295 -4.03918
C -4.38107 -0.29246 -3.48802
C -5.06725 -1.32056 -4.11459
C -4.71642 -2.54068 -3.44894
C -3.79599 -2.22195 -2.45462
H 0.74461 -0.35669 -3.65641
H 0.43949 0.57078 -2.21046
H -1.26340 -1.36602 -3.57862
H -0.88303 -2.09232 -1.99549
H 4.29939 -0.30798 -0.37913
H 5.97151 1.33405 -1.78378
H 4.72134 1.82382 -4.13782
H 2.42623 0.48440 -4.05728
H 2.72950 -4.08837 -1.47630
H 3.21207 -5.48250 -3.80975
H 2.72171 -3.73532 -5.83637
H 2.03770 -1.38113 -4.69258
H -1.16525 2.51203 -1.14139
H -1.28399 4.66616 -2.77316
H -2.36577 3.74263 -5.11087
H -2.71861 1.09703 -4.77996
H -4.40866 0.76767 -3.67977
H -5.73916 -1.20135 -4.96063
H -5.09860 -3.52835 -3.67121
H -3.29538 -2.84573 -1.73640
C 0.30340 0.34892 5.38764
C -0.68318 -0.74607 5.35318
O -0.76804 -1.91683 3.28008
C -0.31806 -1.91270 6.23151
F -0.36580 -1.53813 7.56829
F -1.16421 -2.94474 6.09339
F 0.96029 -2.35941 6.00068
C -2.13312 -0.36844 5.41331
F -2.55768 -0.22262 6.71937
F -2.29589 0.86078 4.81104
F -2.94907 -1.25815 4.81349
H 1.33458 -0.07212 5.40323
H 0.12950 0.96268 6.31475
H 0.19781 0.98831 4.48466

Total charge   +2
LUMO   -10.01 eV
Relative energy (zero: lowest compared OMol25 entry of this formula, charge and spin)   60.06 kcal/mol
Orbital gap   2.448 eV
2S+1   1



Record 3
DFT (ωB97M-V/def2-TZVPD) results for C28H44F5KN4O6STe as an isolated structure.

Element x y z (Å)
K 0.84305 0.61427 0.43551
C 0.31239 3.96884 4.06875
C 1.48230 2.99107 4.06724
C 2.49137 3.38754 2.98284
C 1.06296 1.54319 3.88961
C -0.20980 1.16256 3.47782
C -0.52690 -0.17850 3.28674
C 0.41894 -1.17823 3.47440
C 0.09843 -2.61453 3.15427
C 1.69143 -0.79914 3.89499
C 2.00096 0.53331 4.10388
H 0.67445 4.98069 4.26221
H -0.42562 3.71536 4.83446
H -0.17902 3.98094 3.09498
H 1.98281 3.05114 5.04352
H 2.00162 3.38910 2.00674
H 3.33301 2.69288 2.94342
H 2.87480 4.39404 3.17101
H -0.95574 1.91348 3.25266
H -1.51081 -0.43832 2.91764
H 0.62605 -3.29941 3.82147
H 0.39040 -2.85653 2.12857
H -0.97161 -2.80697 3.23836
H 2.45736 -1.55610 4.03351
H 3.00775 0.80455 4.40414
N 3.04075 2.98395 -0.41384
C 3.37274 2.45472 -1.73714
C 2.38860 1.44753 -2.37781
O 2.93360 0.64437 -3.19308
N 1.12055 1.58617 -2.07443
C 0.22900 0.73258 -2.83371
C -0.10777 -0.67779 -2.29165
O -1.06031 -1.26423 -2.86075
O 0.57339 -1.16338 -1.34542
H 3.47420 3.88382 -0.25919
H 3.33438 2.35508 0.32408
H 4.35795 1.97116 -1.77792
H 3.40931 3.29792 -2.43407
H 0.61796 0.53615 -3.84299
H -0.73514 1.23827 -2.95190
C -6.76796 -4.03623 -2.64646
C -5.26026 -4.25182 -2.67150
N -4.51420 -3.01587 -2.48890
C -3.67449 -2.57189 -3.60165
C -4.48555 -2.04780 -4.77752
C -4.40706 -2.55927 -1.20980
O -4.87262 -3.20061 -0.26942
C -3.70357 -1.26207 -0.95847
C -4.02663 -0.08846 -1.62438
C -3.39531 1.08545 -1.25882
C -2.46142 1.04719 -0.23438
N -2.13244 -0.07555 0.40633
C -2.74201 -1.19775 0.04013
H -7.29514 -4.98373 -2.78427
H -7.07312 -3.35127 -3.43969
H -7.06316 -3.61343 -1.68712
H -4.95423 -4.67417 -3.63023
H -4.97924 -4.95557 -1.88500
H -3.07353 -3.42816 -3.92635
H -2.94502 -1.84077 -3.25405
H -5.17047 -2.80324 -5.17512
H -3.80908 -1.74652 -5.57849
H -5.07744 -1.17695 -4.49229
H -4.76584 -0.09665 -2.41487
H -3.59659 2.02380 -1.75668
H -1.94434 1.94573 0.07749
H -2.45412 -2.10420 0.56206
C 5.54020 -1.57696 2.14089
C 5.62018 -1.11639 0.69526
S 4.04199 -0.46044 0.06604
O 3.46869 0.31399 1.22440
C 3.13603 -2.01893 -0.05490
C 3.34922 -2.60427 -1.44388
H 6.54086 -1.69554 2.56055
H 5.02062 -2.53029 2.23702
H 4.99734 -0.83397 2.72726
H 5.93210 -1.90297 0.00484
H 6.31651 -0.28274 0.59002
H 2.08486 -1.74370 0.04388
H 3.42338 -2.67727 0.76705
H 3.03024 -1.87287 -2.18963
H 2.73614 -3.49791 -1.56170
H 4.39511 -2.87364 -1.62250
F -0.90997 6.20098 -0.91330
Te -0.34037 4.55306 -0.17624
F -1.83806 4.90569 0.94506
F 0.70677 5.66930 0.93872
F -1.52917 3.81896 -1.43501
F 0.96509 4.73231 -1.48791
O 0.03733 3.05188 0.70465

Total charge   -2
LUMO   3.71 eV
Relative energy (zero: lowest compared OMol25 entry of this formula, charge and spin)   15.60 kcal/mol
Orbital gap   5.089 eV
2S+1   1



Number 1: HOMO energy 0.2 eV, F_max 2.91 eV Å⁻¹, total energy -943.33167 a.u.. Number 2: HOMO energy -12.5 eV, F_max 6.47 eV Å⁻¹, total energy -2827.34814 a.u.. Number 3: HOMO energy -1.4 eV, F_max 0.53 eV Å⁻¹, total energy -3529.46215 a.u..